Entry 1:
Entry from the Open Molecules 2025 dataset: 8 unconnected molecules or ions with the total composition C39H70O11 (the ωB97M-V functional and the def2-TZVPD basis).

The highest occupied orbital energy is -9.18 eV. Its structure (SMILES) is COCC1=CC(=O)C(C[C@H](C)O)=CC1=O.C1CCOC1.C1CCOC1.C1CCOC1.C1CCOC1.C1CCOC1.C1CCOC1.C1CCOC1. The frontier orbital gap is 8.72 eV.

Each line ends with the Löwdin charge.
CARTESIAN COORDINATES (ANGSTROEM)
C  -1.126  0.065  -5.501  -0.1001
O  -0.675  -0.593  -6.674  -0.1840
C  -0.252  0.321  -7.662  -0.1632
C  1.129  0.903  -7.288  -0.1094
C  1.592  2.061  -7.736  0.0608
C  2.968  2.464  -7.194  -0.3198
O  3.808  2.972  -7.862  0.1175
C  3.179  2.134  -5.705  -0.1337
C  3.871  3.112  -4.735  -0.0714
C  2.750  3.697  -3.789  -0.4199
C  2.944  5.188  -3.454  -0.0521
O  2.583  2.876  -2.631  -0.0463
C  2.716  0.972  -5.255  0.0647
C  2.006  0.102  -6.300  -0.3286
O  2.143  -1.070  -6.368  0.1552
H  -0.572  0.995  -5.256  0.0956
H  -2.205  0.321  -5.511  0.0967
H  -0.978  -0.614  -4.641  0.0871
H  -0.259  -0.210  -8.630  0.1380
H  -0.973  1.166  -7.756  0.1344
H  1.029  2.684  -8.439  0.1326
H  4.642  2.555  -4.167  0.1286
H  4.325  3.978  -5.245  0.1180
H  1.810  3.625  -4.380  0.1401
H  2.093  5.516  -2.826  0.0824
H  3.903  5.426  -2.962  0.0848
H  2.898  5.762  -4.398  0.0828
H  3.273  2.201  -2.619  0.0734
H  2.792  0.659  -4.208  0.1297
C  -3.441  -0.491  -0.402  -0.1610
C  -2.019  -0.162  0.015  -0.1765
C  -1.221  -0.630  -1.190  -0.1952
O  -2.068  -0.465  -2.334  -0.1559
C  -3.405  -0.196  -1.892  -0.1952
H  -4.199  0.085  0.128  0.1068
H  -3.640  -1.554  -0.235  0.1178
H  -1.911  0.919  0.138  0.0991
H  -1.712  -0.642  0.941  0.0869
H  -0.965  -1.692  -1.109  0.1193
H  -0.300  -0.060  -1.331  0.1147
H  -3.620  0.860  -2.091  0.1152
H  -4.109  -0.807  -2.461  0.1159
C  6.802  0.392  -9.348  -0.1738
C  5.550  0.919  -10.028  -0.1726
C  6.110  1.475  -11.326  -0.2029
O  7.256  0.680  -11.655  -0.1429
C  7.601  -0.135  -10.529  -0.2093
H  6.606  -0.370  -8.594  0.1118
H  7.339  1.215  -8.869  0.1146
H  4.866  0.091  -10.240  0.1173
H  5.011  1.663  -9.443  0.0860
H  6.442  2.512  -11.203  0.1173
H  5.391  1.436  -12.146  0.1154
H  7.326  -1.169  -10.764  0.1157
H  8.678  -0.091  -10.363  0.1144
C  -3.224  5.199  1.351  -0.1728
C  -1.836  5.201  0.734  -0.1693
C  -1.715  3.773  0.232  -0.2057
O  -3.041  3.341  -0.108  -0.1551
C  -3.986  4.288  0.403  -0.2042
H  -3.669  6.190  1.437  0.1120
H  -3.186  4.754  2.349  0.1127
H  -1.805  5.898  -0.108  0.1143
H  -1.044  5.475  1.431  0.1144
H  -1.332  3.108  1.015  0.1097
H  -1.068  3.687  -0.643  0.1196
H  -4.394  4.849  -0.445  0.1167
H  -4.804  3.758  0.895  0.1148
C  -3.185  -0.756  5.556  -0.1606
C  -4.420  -0.218  4.855  -0.1652
C  -3.841  0.302  3.550  -0.2001
O  -2.709  -0.520  3.241  -0.1656
C  -2.389  -1.322  4.394  -0.1869
H  -3.403  -1.498  6.323  0.0971
H  -2.635  0.067  6.023  0.1157
H  -5.119  -1.035  4.655  0.1162
H  -4.948  0.550  5.421  0.1128
H  -3.489  1.335  3.655  0.1161
H  -4.556  0.260  2.727  0.1110
H  -2.681  -2.351  4.177  0.0994
H  -1.311  -1.296  4.572  0.1111
C  -3.601  -6.558  5.358  -0.1700
C  -3.616  -5.755  6.647  -0.1663
C  -2.710  -4.587  6.299  -0.2037
O  -2.852  -4.357  4.890  -0.1677
C  -3.558  -5.461  4.307  -0.1943
H  -4.457  -7.222  5.244  0.1134
H  -2.691  -7.161  5.307  0.1167
H  -4.629  -5.395  6.849  0.1167
H  -3.274  -6.313  7.518  0.1136
H  -1.660  -4.826  6.498  0.1203
H  -2.969  -3.678  6.846  0.0979
H  -4.566  -5.119  4.049  0.1190
H  -3.054  -5.775  3.392  0.1189
C  -0.403  -3.516  10.746  -0.1725
C  0.984  -3.523  10.125  -0.1738
C  1.100  -4.958  9.636  -0.2036
O  -0.226  -5.388  9.305  -0.1466
C  -1.168  -4.435  9.809  -0.2097
H  -0.845  -2.523  10.823  0.1131
H  -0.364  -3.951  11.749  0.1149
H  1.014  -2.835  9.276  0.1146
H  1.778  -3.245  10.817  0.1125
H  1.483  -5.617  10.422  0.1169
H  1.744  -5.054  8.760  0.1165
H  -1.576  -3.881  8.957  0.1020
H  -1.986  -4.958  10.308  0.1185
C  2.247  0.368  2.104  -0.1667
C  0.854  -0.137  2.444  -0.1664
C  0.431  0.820  3.541  -0.2039
O  1.082  2.070  3.274  -0.1415
C  2.079  1.872  2.263  -0.2036
H  2.589  0.081  1.109  0.1104
H  2.968  -0.008  2.835  0.1135
H  0.198  -0.026  1.579  0.0895
H  0.830  -1.181  2.758  0.1181
H  0.765  0.471  4.525  0.1178
H  -0.649  0.969  3.572  0.1032
H  1.716  2.330  1.336  0.1125
H  3.004  2.370  2.558  0.1152

=====

Entry 2:
Entry from the Open Molecules 2025 dataset: a gas-phase ion, C4H7ClN (charge +1) (the ωB97M-V functional and the def2-TZVPD basis).

The highest occupied orbital energy is -16.03 eV. Its net charge is +1. Its structure (SMILES) is CC=[N+]=C(C)Cl. The frontier orbital gap is 10.41 eV.

Each line ends with the natural charge from an NBO analysis.
CARTESIAN COORDINATES (ANGSTROEM)
C  1.046  0.121  0.838  0.3554
C  0.355  -0.527  -1.598  0.3150
C  0.358  -0.772  1.752  -0.7097
C  -0.625  0.199  -2.390  -0.7056
N  0.636  0.051  -0.474  -0.3590
Cl  0.927  -1.948  -2.216  0.2107
H  1.809  0.821  1.039  0.2446
H  0.865  -0.932  2.692  0.2750
H  0.233  -1.726  1.240  0.2638
H  -0.635  -0.328  1.870  0.2913
H  -1.175  -0.448  -3.069  0.2650
H  -0.285  0.943  -3.089  0.2912
H  -1.312  0.764  -1.776  0.2622

=====

Entry 3:
Entry from the Open Molecules 2025 dataset: a molecular structure, C25H44N2O3SSiTi (the ωB97M-V functional and the def2-TZVPD basis).

The highest occupied orbital energy (spin up / spin down) is -4.76 / -6.53 eV. The frontier orbital gap (spin up / spin down) is 4.89 / 6.59 eV. As for the spin multiplicity: 3.

Each line ends with the Löwdin spin population.
CARTESIAN COORDINATES (ANGSTROEM)
C  2.334  2.351  -1.302  0.0456
C  3.077  2.614  -2.638  0.0132
H  1.311  2.821  -1.370  0.0123
H  2.799  2.819  -0.427  0.0038
H  2.410  1.246  -1.101  0.0036
H  2.881  3.636  -2.975  0.0007
H  4.162  2.494  -2.545  0.0008
H  2.749  1.932  -3.419  0.0008
C  -0.570  2.621  1.229  0.0514
C  -1.565  3.067  2.075  0.0603
C  -2.828  3.351  1.540  0.1078
C  -3.035  3.187  0.179  0.0060
H  0.447  2.436  1.567  0.0021
H  -1.341  3.193  3.133  0.0027
H  -3.626  3.721  2.176  0.0067
H  -3.989  3.436  -0.282  -0.0020
N  -0.793  2.368  -0.076  0.1361
C  -2.005  2.684  -0.627  0.1376
C  -2.168  2.376  -2.046  0.0810
N  -1.104  1.795  -2.688  0.1026
C  -1.282  1.360  -3.962  0.0226
C  -3.573  2.121  -4.012  0.0525
C  -2.493  1.494  -4.640  0.0662
H  -0.445  0.828  -4.417  0.0000
H  -2.569  1.092  -5.648  0.0037
C  -3.397  2.553  -2.704  0.0289
H  -4.208  3.025  -2.153  0.0005
H  -4.521  2.276  -4.525  0.0022
Ti  0.523  1.124  -1.291  0.9911
C  1.157  -0.145  -2.839  -0.0041
H  1.406  0.666  -3.547  0.0040
H  0.547  -0.875  -3.381  0.0025
H  2.088  -0.645  -2.541  0.0006
C  1.334  0.145  3.130  0.0030
C  2.284  0.465  2.015  0.0230
C  2.843  1.866  2.066  0.0031
C  3.308  -0.568  1.662  0.0029
O  1.138  0.340  0.464  0.0053
Si  0.107  -0.986  0.470  0.0079
S  -0.832  -0.952  -1.327  0.0007
O  0.966  -2.349  0.840  0.0015
C  1.446  -3.492  0.058  0.0001
C  2.307  -3.023  -1.102  0.0001
C  2.274  -4.339  1.010  0.0001
C  0.271  -4.294  -0.478  0.0000
O  -0.992  -0.768  1.676  0.0009
C  -2.328  -1.310  1.879  0.0000
C  -3.326  -0.462  1.108  0.0011
C  -2.413  -2.764  1.430  -0.0005
C  -2.612  -1.224  3.371  0.0001
H  1.811  0.296  4.115  0.0009
H  0.999  -0.899  3.099  0.0000
H  0.461  0.808  3.094  0.0010
H  3.468  1.996  2.968  0.0013
H  3.473  2.076  1.198  0.0004
H  2.064  2.628  2.126  0.0004
H  2.865  -1.564  1.602  0.0001
H  3.766  -0.325  0.698  0.0004
H  4.114  -0.598  2.412  0.0013
H  3.139  -2.406  -0.744  0.0000
H  2.731  -3.897  -1.616  0.0000
H  1.715  -2.458  -1.828  0.0001
H  1.675  -4.656  1.871  0.0000
H  2.625  -5.231  0.482  0.0000
H  3.149  -3.788  1.374  0.0000
H  -0.342  -4.672  0.346  0.0000
H  -0.356  -3.690  -1.144  0.0000
H  0.653  -5.151  -1.047  0.0000
H  -3.091  -0.456  0.036  0.0007
H  -4.340  -0.862  1.252  0.0000
H  -3.303  0.569  1.476  0.0005
H  -1.664  -3.374  1.948  0.0000
H  -3.405  -3.166  1.685  0.0000
H  -2.281  -2.863  0.345  -0.0006
H  -1.891  -1.821  3.940  0.0000
H  -2.571  -0.188  3.723  0.0001
H  -3.614  -1.615  3.577  0.0000

=====

Entry 4:
Entry from the Open Molecules 2025 dataset: a molecular structure, C5H17CoN2O (the ωB97M-V functional and the def2-TZVPD basis).

The highest occupied orbital energy (spin up / spin down) is 0.95 / -3.23 eV. Its net charge is -1. The frontier orbital gap (spin up / spin down) is 2.36 / 6.48 eV. As for the spin multiplicity: 4.

Each line ends with the natural charge from an NBO analysis.
CARTESIAN COORDINATES (ANGSTROEM)
C  -1.058  1.589  -3.730  -0.8602
Co  -0.411  0.632  -1.709  0.4753
N  0.639  -0.968  -2.549  -1.1187
H  -1.407  1.649  -1.195  -0.6094
H  -0.235  1.829  -2.970  0.2134
H  -1.647  2.505  -3.849  0.2192
H  -1.767  0.783  -3.478  0.2266
H  -0.557  1.362  -4.679  0.1810
H  0.288  -1.769  -2.024  0.3786
H  1.647  -0.921  -2.369  0.3776
H  0.519  -1.167  -3.539  0.3615
C  0.236  -0.582  3.578  -0.7235
N  0.684  -0.575  2.184  -0.4226
C  2.036  -1.020  1.897  -0.7704
C  -0.083  -0.124  1.178  0.6709
C  -1.452  0.429  1.437  -0.7201
O  0.374  -0.177  -0.007  -0.7612
H  1.058  -0.999  4.175  0.2050
H  -0.653  -1.218  3.700  0.1873
H  0.017  0.437  3.931  0.1864
H  2.065  -1.873  1.212  0.1898
H  2.670  -0.219  1.504  0.1955
H  2.464  -1.342  2.845  0.1893
H  -1.453  1.511  1.242  0.2698
H  -2.173  -0.037  0.753  0.2518
H  -1.800  0.267  2.462  0.2067

=====

Entry 5:
Entry from the Open Molecules 2025 dataset: a molecular structure, C34H57ClGeHgN8O4SSi3 (the ωB97M-V functional and the def2-TZVPD basis).

The highest occupied orbital energy is -1.91 eV. Its net charge is -2. The frontier orbital gap is 5.98 eV.

Each line ends with the Löwdin charge.
CARTESIAN COORDINATES (ANGSTROEM)
Hg  0.444  -0.198  -0.766  0.8318
C  -0.789  -5.119  4.274  -0.1246
C  0.361  -4.518  3.782  -0.1153
C  0.373  -3.900  2.538  -0.0420
C  -0.768  -3.889  1.734  -0.3118
C  -1.931  -4.477  2.253  -0.0586
C  -1.944  -5.077  3.499  -0.1057
N  -0.791  -3.283  0.467  0.0931
C  -1.124  -4.037  -0.554  -0.2673
C  -1.083  -5.501  -0.503  -0.0440
C  -1.431  -6.284  -1.550  -0.1200
C  -1.878  -5.717  -2.779  -0.1387
C  -1.927  -4.364  -2.887  -0.0638
C  -1.541  -3.486  -1.831  -0.2127
N  -1.559  -2.122  -2.020  0.0587
N  -2.280  -1.757  -3.000  0.0279
C  -2.129  -0.471  -3.511  -0.3360
C  -3.143  -0.025  -4.373  -0.0324
C  -2.926  1.107  -5.125  -0.0834
C  -1.719  1.788  -4.992  -0.1198
C  -0.823  1.323  -4.046  -0.1656
N  -1.016  0.224  -3.319  0.1088
H  -0.794  -5.590  5.250  0.0818
H  1.267  -4.515  4.378  0.0949
H  1.271  -3.417  2.182  0.0794
H  -2.837  -4.437  1.658  0.1177
H  -2.865  -5.510  3.875  0.0905
H  -0.736  -5.954  0.415  0.0994
H  -1.357  -7.362  -1.455  0.0882
H  -2.153  -6.351  -3.612  0.0764
H  -2.235  -3.900  -3.811  0.0882
H  -4.058  -0.598  -4.439  0.1013
H  -3.682  1.457  -5.819  0.0987
H  -1.491  2.668  -5.578  0.1019
H  0.107  1.853  -3.863  0.0756
N  -3.531  0.597  2.631  0.1523
C  -2.906  0.501  1.399  -0.6684
N  -2.738  -0.781  0.924  0.1656
O  -2.611  1.497  0.755  -0.1010
H  -3.354  -0.198  3.235  0.0567
H  -3.263  1.452  3.100  0.0759
H  -2.434  -1.446  1.628  0.0492
H  -2.139  -0.818  0.111  0.0252
C  3.534  -5.246  -0.185  -0.0243
C  3.376  -3.850  0.319  -0.3405
C  4.199  -3.033  1.067  -0.0035
C  3.483  -1.819  1.208  -0.3593
N  2.312  -1.902  0.597  0.0414
N  2.271  -3.132  0.078  -0.0194
C  3.865  -0.559  1.918  -0.0329
H  4.338  -5.304  -0.921  0.0732
H  2.614  -5.587  -0.663  0.0746
H  3.765  -5.931  0.632  0.0730
H  5.180  -3.273  1.449  0.0955
H  1.464  -3.386  -0.472  0.1230
H  4.249  -0.770  2.918  0.0731
H  2.994  0.090  2.003  0.0524
H  4.639  -0.018  1.367  0.0714
Cl  3.101  -1.979  -2.665  0.3698
C  2.050  -0.538  -2.278  -0.7644
H  2.753  0.261  -2.057  -0.0734
H  1.541  -0.322  -3.213  -0.0659
C  1.808  5.266  -1.659  -0.2270
Si  1.891  3.375  -1.473  0.2996
C  3.476  3.023  -0.499  -0.2304
C  2.370  2.882  -3.241  -0.2344
Ge  0.010  2.339  -0.336  0.5302
Si  -1.740  3.605  -1.411  0.3330
C  -3.489  2.960  -1.620  -0.2202
C  -1.288  4.129  -3.178  -0.2353
C  -1.904  5.243  -0.481  -0.2274
Si  0.346  3.299  1.845  0.3291
C  1.672  2.493  2.903  -0.2167
C  1.034  5.065  1.702  -0.2456
C  -1.233  3.510  2.843  -0.2136
H  2.773  5.642  -2.020  0.0234
H  1.572  5.775  -0.725  -0.0110
H  1.040  5.549  -2.385  0.0091
H  4.325  3.592  -0.895  0.0227
H  3.719  1.955  -0.561  0.0148
H  3.363  3.263  0.561  -0.0092
H  3.346  3.323  -3.471  0.0274
H  1.650  3.253  -3.978  0.0055
H  2.451  1.799  -3.372  -0.0058
H  -3.485  1.951  -2.045  0.0169
H  -4.038  3.625  -2.298  0.0264
H  -4.005  2.905  -0.662  0.0168
H  -1.770  3.463  -3.895  -0.0265
H  -0.216  4.102  -3.379  -0.0161
H  -1.642  5.150  -3.365  0.0360
H  -2.044  5.078  0.592  0.0105
H  -2.765  5.807  -0.859  0.0240
H  -1.006  5.856  -0.610  0.0076
H  2.671  2.628  2.476  0.0086
H  1.476  1.429  2.995  -0.0151
H  1.655  2.942  3.902  0.0360
H  2.012  5.092  1.213  0.0021
H  1.151  5.471  2.714  0.0253
H  0.363  5.729  1.149  0.0011
H  -1.256  2.758  3.639  0.0116
H  -2.111  3.346  2.212  0.0015
H  -1.287  4.513  3.277  0.0235
C  0.712  -1.122  4.489  -0.1486
S  -0.794  -0.463  3.782  0.3708
O  -1.266  0.522  4.758  -0.3813
O  -1.709  -1.591  3.627  -0.3636
O  -0.389  0.138  2.506  -0.4144
H  1.170  -0.323  5.071  0.0513
H  1.368  -1.444  3.680  0.0381
H  0.447  -1.964  5.126  0.0473

=====

Entry 6:
Entry from the Open Molecules 2025 dataset: 3 unconnected molecules or ions with the total composition C2H13N2O2 (the ωB97M-V functional and the def2-TZVPD basis).

The highest occupied orbital energy (spin up / spin down) is -17.74 / -17.71 eV. Its net charge is +2. The frontier orbital gap (spin up / spin down) is 10.15 / 3.42 eV. As for the spin multiplicity: 2.

Each line ends with the natural charge from an NBO analysis.
CARTESIAN COORDINATES (ANGSTROEM)
C  0.750  -1.517  -0.655  -0.2878
N  1.176  -1.346  -2.108  -0.2608
C  0.697  -0.069  -0.023  -0.2320
N  -0.157  0.847  -0.920  -0.6936
H  1.410  -2.206  -0.151  0.3253
H  -0.322  -1.675  -0.595  0.2672
H  2.129  -1.737  -2.247  0.4454
H  0.595  -1.971  -2.688  0.4396
H  1.595  0.522  0.114  0.2568
H  0.204  -0.041  0.940  0.3046
H  -1.127  0.832  -0.533  0.4973
H  0.341  1.756  -0.887  0.4718
H  0.037  0.447  -1.824  0.4151
H  -3.036  -0.445  0.452  0.4998
H  -2.999  1.019  0.827  0.5115
O  -2.435  0.234  0.782  -0.9683
H  0.381  1.062  3.508  0.4873
H  0.612  2.546  3.135  0.4960
O  0.149  1.743  2.874  -0.9750

=====

| no. | E_tot (Ha) |
| --- | --- |
| 1 | -2355.45615 |
| 2 | -671.23945 |
| 3 | -2851.48056 |
| 4 | -1768.07787 |
| 5 | -6026.12989 |
| 6 | -343.21866 |